No. 1
This record from OMol25 describes a molecular structure, C24H22BrN9O2PdS. The level of theory is wB97M-V/def2-TZVPD.

Each line ends with the natural charge from an NBO analysis.
Positions of all 60 atoms, in Å:
Pd: -0.202 -0.780 -0.650  1.16
Br: -6.843 -1.010 -0.132  0.13
S: 0.332 -3.805 0.112  1.50
O: -2.108 1.375 -2.372  -0.55
O: 0.939 -3.469 1.391  -0.91
N: 1.443 2.235 0.447  -0.78
N: -0.242 -1.224 3.597  -0.48
N: 1.845 -0.620 -0.601  -0.32
N: 0.203 -0.825 -2.673  -0.38
N: 2.450 -0.562 0.632  -0.38
N: -0.230 -2.749 -0.795  -0.93
N: -0.074 3.599 -0.660  -0.37
N: 0.204 -0.795 1.371  -0.54
N: -0.345 1.368 -0.850  -0.68
C: -4.970 -0.973 -0.298  -0.09
C: -0.639 -0.976 -3.689  0.11
C: 2.809 -1.066 5.629  -0.12
C: 3.760 -0.806 4.638  -0.18
C: -0.626 -1.091 2.347  0.38
C: 1.167 -0.963 -5.256  -0.11
C: -2.941 -1.900 -1.201  -0.21
C: 2.049 -0.820 -4.189  -0.19
C: 1.095 -1.071 3.979  0.16
C: 0.518 4.859 -0.242  -0.43
C: -1.319 1.950 -1.676  0.68
C: 1.547 -0.755 -2.906  0.12
C: -0.185 -1.048 -5.001  -0.21
C: -4.326 -1.924 -1.074  -0.22
C: 1.582 -0.727 1.599  0.46
C: -1.224 3.458 -1.528  -0.32
C: 3.380 -0.687 3.320  -0.15
C: -2.219 -0.908 -0.560  -0.08
C: 2.437 -0.627 -1.729  0.13
C: 0.375 2.391 -0.334  0.66
C: -4.240 0.004 0.363  -0.21
C: 2.028 -0.809 2.974  -0.09
C: -2.859 0.043 0.221  -0.31
C: 1.473 -1.204 5.309  -0.22
H: -1.074 3.927 -2.501  0.25
H: 0.736 -1.417 6.072  0.24
H: -0.937 -1.464 4.291  0.45
H: -1.676 -1.222 2.109  0.26
H: -2.307 0.845 0.701  0.22
H: 3.121 -1.167 6.659  0.25
H: 3.117 -0.771 -4.351  0.25
H: 4.110 -0.513 2.544  0.25
H: 1.561 4.925 -0.558  0.22
H: -4.901 -2.695 -1.567  0.25
H: -0.025 5.666 -0.725  0.25
H: -1.686 -1.028 -3.447  0.25
H: 0.443 4.993 0.837  0.22
H: -0.906 -1.170 -5.797  0.26
H: -4.747 0.744 0.967  0.24
H: 1.544 -1.017 -6.268  0.26
H: -2.135 3.855 -1.076  0.25
H: 1.896 1.337 0.518  0.42
H: 1.952 3.039 0.772  0.42
H: 3.515 -0.559 -1.840  0.24
H: 4.802 -0.713 4.909  0.25
H: -2.450 -2.681 -1.763  0.24

Relative energy (zero: lowest compared OMol25 entry of this formula, charge and spin), kJ/mol: 0.0
HOMO energy, eV: -13.50
F_max, eV/A: 0.6
Total charge: +2
HOMO-LUMO gap, eV: 6.511



No. 2
This record from OMol25 describes a molecular structure, C24H22ClN2O7Rh. The level of theory is wB97M-V/def2-TZVPD.

Each line ends with the natural charge from an NBO analysis.
Positions of all 57 atoms, in Å:
Rh: 0.081 0.607 0.701  1.27
Cl: 2.782 -7.646 -0.201  0.01
O: 4.924 6.403 -0.314  -0.38
O: 0.262 5.864 -1.357  -0.37
O: 6.149 4.673 0.044  -0.38
O: -0.723 4.205 -0.414  -0.41
O: 3.973 0.028 -0.258  -0.58
O: 2.070 0.219 0.887  -0.80
O: 0.645 1.902 -0.804  -0.76
N: 5.089 5.199 -0.236  0.54
N: 0.277 4.761 -0.845  0.54
C: -2.971 -2.430 0.051  -0.64
C: -2.149 -1.227 2.112  -0.21
C: -1.757 -0.087 2.785  -0.20
C: 2.095 -6.057 -0.160  -0.02
C: -2.522 -1.184 0.760  0.03
C: -0.012 2.845 2.971  -0.61
C: 2.690 4.905 -0.600  -0.13
C: -2.364 3.607 2.521  -0.62
C: 0.982 -3.493 -0.092  -0.14
C: -2.465 0.042 0.110  -0.24
C: 1.528 -5.524 -1.314  -0.24
C: 0.412 -2.214 -0.057  -0.32
C: 1.577 -4.065 1.059  -0.12
C: 3.906 4.332 -0.340  -0.04
C: -1.492 2.438 2.974  -0.25
C: -2.098 1.219 0.795  -0.28
C: -1.751 1.178 2.160  -0.05
C: 2.124 -5.327 1.026  -0.25
C: 4.034 2.962 -0.135  -0.11
C: 1.664 2.691 -0.565  0.46
C: 2.925 2.158 -0.219  -0.24
C: 3.028 0.691 0.101  0.77
C: 0.982 -4.261 -1.281  -0.17
C: 1.575 4.090 -0.678  -0.09
H: 0.548 -3.837 -2.181  0.21
H: 0.638 2.042 3.321  0.22
H: 2.596 5.972 -0.721  0.28
H: -2.044 3.992 1.549  0.23
H: 1.617 -3.482 1.973  0.21
H: -3.143 -2.246 -1.009  0.22
H: 0.144 3.712 3.615  0.23
H: -2.280 4.423 3.240  0.22
H: -2.221 -3.217 0.147  0.24
H: 0.415 -1.679 0.890  0.16
H: -2.172 2.171 0.284  0.27
H: 0.302 3.137 1.961  0.21
H: 5.002 2.535 0.090  0.27
H: -0.010 -1.764 -0.945  0.19
H: -2.165 -2.177 2.636  0.23
H: 2.586 -5.756 1.905  0.23
H: -1.768 2.182 3.999  0.21
H: -3.901 -2.801 0.488  0.23
H: -2.758 0.109 -0.932  0.24
H: 1.528 -6.105 -2.227  0.23
H: -3.418 3.322 2.455  0.21
H: -1.488 -0.147 3.834  0.23

Relative energy (zero: lowest compared OMol25 entry of this formula, charge and spin), kJ/mol: 43.2
HOMO energy (spin up / spin down), eV: -7.80 / -8.97
F_max, eV/A: 1.0
Total charge: 0
2S+1: 5
HOMO-LUMO gap (spin up / spin down), eV: 7.450 / 6.562
Expectation value of S²: 6.056



No. 3
This record from OMol25 describes a molecular structure, C24H22F6IPPdSbTe. The level of theory is wB97M-V/def2-TZVPD.

Each line ends with the natural charge from an NBO analysis.
Positions of all 57 atoms, in Å:
I: 2.913 0.480 -1.495  0.52
Te: -0.348 -9.709 0.688  1.17
Sb: -1.222 -2.622 0.340  3.17
Pd: 0.364 -0.176 -0.824  0.96
P: 0.044 2.056 -0.208  0.98
F: -1.578 -0.647 0.285  -0.71
F: -0.685 -2.217 -1.473  -0.69
F: -2.978 -2.888 -0.164  -0.63
F: -0.659 -4.380 0.253  -0.63
F: -1.518 -2.546 2.168  -0.64
F: 0.583 -1.894 0.644  -0.68
C: -1.452 2.254 0.819  -0.34
C: 4.864 4.286 0.753  0.06
C: 0.697 4.516 0.707  -0.18
C: 0.295 3.019 -2.826  -0.25
C: 2.694 3.208 0.176  -0.15
C: 0.101 -11.667 1.325  -0.90
C: 0.128 2.844 -4.190  -0.12
C: -2.733 1.578 2.842  -0.06
C: 2.825 5.458 1.207  -0.02
C: -0.680 1.817 -4.682  -0.13
C: 3.450 4.305 0.713  -0.10
C: -3.859 2.211 2.381  -0.20
C: -2.587 2.868 0.353  -0.09
C: -1.532 1.576 2.058  0.05
C: 1.275 3.333 0.230  -0.19
C: -3.799 2.861 1.145  0.06
C: 3.491 2.149 -0.381  -0.02
C: -1.358 0.977 -3.813  -0.17
C: 1.445 5.579 1.183  -0.13
C: -0.393 2.187 -1.940  -0.32
C: -2.385 -9.795 1.218  -0.91
C: -1.234 1.154 -2.438  -0.29
C: 4.905 2.172 -0.330  -0.19
C: 5.594 3.210 0.243  -0.12
H: 1.151 -11.864 1.130  0.27
H: -2.008 0.201 -4.196  0.27
H: 0.944 3.804 -2.458  0.24
H: -0.535 -12.352 0.766  0.28
H: 0.629 3.510 -4.881  0.26
H: 3.437 6.264 1.595  0.27
H: 5.383 5.133 1.187  0.27
H: -0.682 1.016 2.432  0.25
H: -1.870 0.572 -1.774  0.26
H: -2.856 -8.850 0.967  0.26
H: -2.730 1.062 3.794  0.28
H: 6.675 3.203 0.281  0.29
H: -4.671 3.376 0.757  0.27
H: 0.961 6.478 1.540  0.28
H: -2.840 -10.614 0.663  0.28
H: 5.465 1.349 -0.757  0.27
H: -2.614 3.355 -0.615  0.26
H: -4.777 2.214 2.954  0.29
H: -0.791 1.690 -5.751  0.27
H: -0.380 4.614 0.716  0.24
H: -0.119 -11.729 2.390  0.27
H: -2.444 -9.991 2.288  0.27

Relative energy (zero: lowest compared OMol25 entry of this formula, charge and spin), kJ/mol: 0.0
HOMO energy (spin up / spin down), eV: -18.48 / -19.55
F_max, eV/A: 0.2
Total charge: +4
2S+1: 6
HOMO-LUMO gap (spin up / spin down), eV: 7.005 / 4.888
Expectation value of S²: 8.811



No. 4
This record from OMol25 describes a molecular structure, C24H22IIrN10O7P2S. The level of theory is wB97M-V/def2-TZVPD.

Each line ends with the natural charge from an NBO analysis.
Positions of all 68 atoms, in Å:
Ir: 1.502 -0.677 0.592  1.59
I: 4.294 0.356 -4.741  0.22
S: 1.015 -2.224 -1.508  0.18
P: 3.010 -1.138 3.517  2.56
P: 0.984 -3.058 2.699  2.56
O: 2.663 0.159 4.400  -1.02
O: 1.649 -1.973 3.690  -1.10
O: 2.947 -0.568 2.074  -1.14
O: 4.233 -1.813 3.926  -1.06
O: 1.316 -4.445 2.971  -1.05
O: -0.554 -2.687 2.880  -1.00
O: 1.353 -2.523 1.278  -1.03
N: 1.639 3.295 1.725  -0.31
N: 0.898 3.524 0.626  -0.21
N: 0.440 0.942 -1.803  -0.40
N: -2.680 -3.112 -1.747  -0.28
N: 1.529 1.390 0.749  -0.51
N: 3.516 -0.453 -0.611  -0.47
N: -1.365 -3.148 -1.856  -0.25
N: -1.237 2.816 -2.984  -0.35
N: -0.534 -0.652 0.495  -0.28
N: -1.259 -1.415 -0.285  -0.28
C: -2.627 2.199 2.740  -0.20
C: -0.826 0.616 2.544  -0.18
C: -1.262 0.290 1.261  0.05
C: -0.653 -2.205 -1.179  0.14
C: 4.726 -0.596 -0.057  0.05
C: 2.019 2.031 1.808  0.25
C: 5.886 -0.476 -0.802  -0.21
C: -3.185 -0.884 -2.586  -0.26
C: 3.435 -0.198 -1.921  0.00
C: -0.928 1.674 -3.588  0.02
C: -3.072 1.850 1.471  -0.20
C: 4.552 -0.057 -2.722  -0.19
C: -4.036 0.208 -2.644  -0.20
C: 0.164 2.100 -1.218  0.10
C: -2.397 0.896 0.727  -0.17
C: -3.531 -1.977 -1.804  0.19
C: -0.102 0.728 -2.995  0.00
C: -0.689 3.034 -1.797  0.05
C: -5.229 0.201 -1.932  -0.21
C: 0.837 2.352 0.055  0.32
C: -5.574 -0.907 -1.168  -0.18
C: -4.728 -2.002 -1.102  -0.24
C: 5.809 -0.199 -2.156  -0.16
C: -1.508 1.573 3.276  -0.22
H: -2.270 -0.915 -3.162  0.22
H: 2.591 1.596 2.610  0.29
H: -3.952 2.322 1.055  0.23
H: 3.110 0.115 5.255  0.53
H: 6.840 -0.612 -0.314  0.25
H: -3.161 2.942 3.316  0.23
H: -1.179 1.810 4.279  0.23
H: 2.446 -0.093 -2.334  0.23
H: 1.843 4.046 2.365  0.44
H: -4.979 -2.861 -0.494  0.23
H: -2.738 0.613 -0.260  0.23
H: -0.924 3.960 -1.288  0.23
H: 4.755 -0.827 0.996  0.26
H: 0.132 -0.209 -3.487  0.22
H: -1.352 1.500 -4.570  0.22
H: -6.505 -0.918 -0.619  0.23
H: -1.034 -3.406 3.309  0.53
H: 6.704 -0.104 -2.756  0.25
H: -5.896 1.051 -1.986  0.23
H: -3.778 1.062 -3.257  0.23
H: -3.103 -4.009 -1.947  0.41
H: 0.011 0.089 2.990  0.21

Relative energy (zero: lowest compared OMol25 entry of this formula, charge and spin), kJ/mol: 15.6
HOMO energy (spin up / spin down), eV: -10.33 / -11.74
F_max, eV/A: 0.1
Total charge: +1
2S+1: 6
HOMO-LUMO gap (spin up / spin down), eV: 6.924 / 5.692
Expectation value of S²: 8.786